[1]
Formula: C44H36ClN2NiO5P2
Source: the Open Molecules 2025 dataset
Level of theory: ωB97M-V with the def2-TZVPD basis set

```
91
Properties=species:S:1:pos:R:3:lowdin_charge:R:1
Ni 0.43 -0.40 0.30 0.465
O 0.89 3.22 4.76 0.152
C -0.36 2.83 4.69 -0.499
O -1.22 3.30 5.40 0.090
C -0.71 1.76 3.70 -0.032
C -1.96 1.18 3.59 -0.556
Cl -3.36 1.58 4.44 0.877
N -1.94 0.25 2.60 -0.032
N -0.70 0.23 2.04 0.103
C 0.03 1.11 2.70 -0.106
C 1.45 1.25 2.22 -0.520
O 2.23 1.99 2.79 0.100
O 1.76 0.56 1.17 -0.111
C -2.98 -0.65 2.17 -0.181
C -3.10 -0.97 0.82 -0.021
C -4.07 -1.86 0.40 -0.059
C -4.95 -2.42 1.32 -0.065
C -4.83 -2.10 2.66 -0.060
C -3.84 -1.23 3.09 -0.041
H 1.47 2.80 4.08 0.073
H -2.45 -0.50 0.10 0.069
H -4.16 -2.10 -0.65 0.088
H -5.71 -3.11 0.99 0.113
H -5.50 -2.54 3.39 0.116
H -3.74 -1.01 4.14 0.089
C 2.47 -2.80 1.93 -0.468
P 1.37 -2.39 0.53 1.043
C 0.01 -3.57 0.75 -0.340
C -0.63 -3.61 1.99 -0.097
C -1.67 -4.50 2.20 -0.066
C -2.09 -5.34 1.17 -0.063
C -1.48 -5.27 -0.08 -0.062
C -0.45 -4.37 -0.30 -0.080
C 2.26 -2.91 -0.96 -0.354
C 2.63 -4.24 -1.16 -0.094
C 3.33 -4.60 -2.30 -0.058
C 3.69 -3.64 -3.23 -0.060
C 3.35 -2.31 -3.02 -0.070
C 2.63 -1.94 -1.89 -0.100
P 3.75 -1.55 2.49 1.066
C 4.76 -1.20 1.00 -0.401
C 5.55 -2.17 0.37 -0.100
C 6.39 -1.82 -0.67 -0.079
C 6.47 -0.50 -1.09 -0.081
C 5.69 0.47 -0.48 -0.073
C 4.83 0.12 0.56 -0.100
C 4.85 -2.69 3.40 -0.397
C 6.19 -2.35 3.57 -0.101
C 7.04 -3.16 4.30 -0.072
C 6.56 -4.33 4.89 -0.082
C 5.22 -4.66 4.76 -0.081
C 4.37 -3.84 4.02 -0.107
H 2.91 -3.77 1.69 0.064
H 1.83 -2.92 2.80 0.033
H -0.32 -2.96 2.79 0.104
H -2.16 -4.54 3.16 0.114
H -2.89 -6.04 1.34 0.113
H -1.82 -5.91 -0.88 0.112
H 0.02 -4.32 -1.27 0.103
H 2.36 -5.00 -0.43 0.116
H 3.60 -5.64 -2.46 0.114
H 4.25 -3.92 -4.12 0.113
H 3.67 -1.55 -3.73 0.113
H 2.38 -0.91 -1.71 0.088
H 5.51 -3.20 0.71 0.113
H 7.01 -2.58 -1.15 0.108
H 7.16 -0.22 -1.88 0.106
H 5.75 1.50 -0.80 0.107
H 4.23 0.87 1.06 0.085
H 6.58 -1.44 3.12 0.110
H 8.08 -2.89 4.41 0.108
H 7.23 -4.96 5.46 0.106
H 4.84 -5.56 5.23 0.106
H 3.32 -4.11 3.95 0.089
C 0.47 0.26 -3.69 0.022
C -0.53 -0.32 -2.75 -0.321
O -0.35 -0.26 -1.53 -0.008
C -1.75 -0.93 -3.30 -0.156
C -2.97 -0.73 -2.64 -0.023
C -4.14 -1.24 -3.17 -0.064
C -4.10 -1.97 -4.36 -0.047
C -2.89 -2.18 -5.01 -0.053
C -1.72 -1.65 -4.49 -0.015
H 1.17 0.90 -3.16 0.100
H -0.03 0.81 -4.49 0.108
H 1.03 -0.56 -4.16 0.092
H -2.99 -0.15 -1.73 0.102
H -5.08 -1.07 -2.67 0.115
H -5.01 -2.37 -4.77 0.115
H -2.86 -2.75 -5.93 0.115
H -0.78 -1.82 -5.00 0.119
```

Computed properties:
charge = +1
E_HOMO (alpha / beta) = -0.3820 / -0.3819 Eh
max |F| = 1.1 eV Å⁻¹
ΔE to the lowest compared entry with this formula, charge and spin = 0.0 kJ/mol

***

[2]
Formula: C44H36NiP2Si
Source: the Open Molecules 2025 dataset
Level of theory: ωB97M-V with the def2-TZVPD basis set

```
84
Properties=species:S:1:pos:R:3:lowdin_charge:R:1
Ni -0.04 0.34 0.32 -0.222
C -3.66 0.00 -0.90 -0.240
Si -2.15 -0.39 0.21 0.563
C -2.07 -2.31 0.21 -0.268
C -3.11 -3.19 -0.12 -0.109
C -2.94 -4.57 -0.04 -0.116
C -1.73 -5.10 0.38 -0.116
C -0.69 -4.25 0.71 -0.107
C -0.84 -2.87 0.59 -0.358
P 0.51 -1.68 0.98 1.008
C 1.94 -2.29 0.02 -0.336
C 3.18 -1.69 0.28 -0.118
C 4.29 -2.01 -0.48 -0.100
C 4.19 -2.91 -1.53 -0.116
C 2.96 -3.49 -1.81 -0.106
C 1.85 -3.18 -1.05 -0.084
C 0.88 -2.27 2.68 -0.317
C -0.14 -2.08 3.62 -0.102
C 0.01 -2.49 4.93 -0.134
C 1.20 -3.07 5.35 -0.158
C 2.22 -3.26 4.43 -0.131
C 2.06 -2.87 3.10 -0.092
C -2.87 0.00 1.96 -0.286
C -4.08 -0.50 2.45 -0.107
C -4.58 -0.09 3.68 -0.124
C -3.90 0.86 4.43 -0.154
C -2.70 1.36 3.97 -0.115
C -2.17 0.91 2.75 -0.356
P -0.57 1.47 2.07 0.979
C 0.63 1.43 3.45 -0.346
C 1.91 1.90 3.15 -0.114
C 2.93 1.84 4.08 -0.131
C 2.69 1.27 5.33 -0.159
C 1.43 0.79 5.63 -0.171
C 0.40 0.87 4.70 -0.116
C -0.89 3.28 1.91 -0.312
C -1.50 3.70 0.73 -0.089
C -1.81 5.04 0.55 -0.101
C -1.49 5.97 1.53 -0.122
C -0.87 5.56 2.69 -0.129
C -0.57 4.21 2.88 -0.099
H -4.58 -0.44 -0.50 0.002
H -3.50 -0.38 -1.91 0.013
H -3.81 1.08 -0.97 0.007
H -4.07 -2.79 -0.43 0.085
H -3.77 -5.23 -0.30 0.086
H -1.61 -6.18 0.46 0.087
H 0.26 -4.66 1.05 0.106
H 3.25 -0.95 1.06 0.108
H 5.24 -1.53 -0.26 0.093
H 5.06 -3.15 -2.13 0.087
H 2.87 -4.18 -2.65 0.090
H 0.89 -3.63 -1.29 0.095
H -1.08 -1.62 3.31 0.099
H -0.79 -2.32 5.64 0.067
H 1.33 -3.36 6.38 0.061
H 3.15 -3.72 4.74 0.078
H 2.87 -3.03 2.40 0.085
H -4.64 -1.23 1.87 0.089
H -5.52 -0.50 4.05 0.084
H -4.30 1.19 5.38 0.072
H -2.17 2.11 4.55 0.087
H 2.11 2.31 2.16 0.088
H 3.91 2.21 3.83 0.080
H 3.49 1.21 6.06 0.068
H 1.24 0.34 6.60 0.045
H -0.58 0.49 4.96 0.078
H -1.71 2.97 -0.04 0.089
H -2.29 5.36 -0.38 0.092
H -1.72 7.02 1.38 0.086
H -0.61 6.27 3.46 0.083
H -0.08 3.90 3.80 0.092
C 1.00 1.10 -0.87 -0.036
C 1.75 1.86 -1.76 -0.360
C 2.74 2.78 -1.30 -0.076
C 3.48 3.52 -2.19 -0.141
C 3.29 3.41 -3.57 -0.152
C 2.32 2.51 -4.04 -0.143
C 1.56 1.75 -3.18 -0.081
H 2.89 2.88 -0.23 0.087
H 4.22 4.22 -1.81 0.084
H 3.87 4.00 -4.26 0.071
H 2.15 2.41 -5.11 0.083
H 0.82 1.06 -3.55 0.094
```

Computed properties:
multiplicity = 3
charge = -2
E_HOMO (alpha / beta) = 0.1027 / -0.0546 Eh
max |F| = 0.8 eV Å⁻¹
<S²> = 2.1047
ΔE to the lowest compared entry with this formula, charge and spin = 0.0 kJ/mol

***

[3]
Formula: C44H37Cl3CrN4O2P2S
Source: the Open Molecules 2025 dataset
Level of theory: ωB97M-V with the def2-TZVPD basis set

```
94
Properties=species:S:1:pos:R:3:lowdin_charge:R:1
Cr -0.26 0.79 -0.15 0.725
C -2.18 -1.02 1.94 -0.313
P -1.77 -0.24 3.55 1.117
C -3.39 0.57 3.81 -0.409
C -4.10 0.25 4.97 -0.130
C -5.37 0.75 5.19 -0.089
C -5.95 1.60 4.25 -0.089
C -5.26 1.93 3.09 -0.081
C -4.00 1.41 2.87 -0.098
C -0.66 1.20 2.97 -0.536
C 0.80 0.92 3.37 -0.628
C 1.82 1.94 3.00 -0.101
C 1.68 3.16 2.36 -0.096
C 0.54 3.72 1.83 -0.041
C -0.77 3.00 1.85 -0.293
C -1.05 -1.75 1.31 -0.393
C -0.69 -3.08 1.39 -0.058
C 0.40 -3.27 0.51 -0.057
C 0.65 -2.05 -0.07 -0.403
C 1.62 -1.66 -1.14 -0.243
P 1.96 0.12 -0.96 1.081
C 2.69 0.65 -2.53 -0.318
C 1.86 0.63 -3.65 -0.086
C 2.34 1.00 -4.89 -0.064
C 3.66 1.40 -5.04 -0.078
C 4.50 1.40 -3.94 -0.076
C 4.02 1.02 -2.69 -0.080
C 3.24 0.28 0.31 -0.340
C 3.53 -0.77 1.19 -0.067
C 4.49 -0.61 2.17 -0.066
C 5.19 0.59 2.28 -0.084
C 4.90 1.64 1.42 -0.088
C 3.91 1.50 0.46 -0.130
N -0.22 -1.10 0.43 -0.057
H -2.59 -0.29 1.24 0.063
H -2.98 -1.71 2.19 0.085
H -3.64 -0.40 5.70 0.097
H -5.91 0.50 6.09 0.102
H -6.94 2.01 4.43 0.101
H -5.71 2.59 2.36 0.103
H -3.47 1.66 1.96 0.101
H 1.06 -0.05 2.93 0.097
H 2.82 1.67 3.33 0.088
H 2.59 3.75 2.29 0.108
H 0.56 4.75 1.49 0.102
H -1.55 3.52 1.28 0.139
H -1.17 -3.83 2.00 0.100
H 0.93 -4.19 0.30 0.099
H 1.16 -1.77 -2.13 0.079
H 2.54 -2.26 -1.13 0.105
H 0.83 0.29 -3.56 0.086
H 1.68 0.97 -5.75 0.111
H 4.04 1.69 -6.01 0.105
H 5.54 1.69 -4.04 0.105
H 4.70 1.01 -1.85 0.094
H 2.98 -1.70 1.11 0.103
H 4.70 -1.42 2.85 0.110
H 5.96 0.70 3.04 0.108
H 5.43 2.58 1.52 0.110
H 3.66 2.34 -0.18 0.113
C -6.20 -2.09 1.24 -0.039
C -5.15 -1.72 0.23 -0.275
C -5.16 -0.45 -0.35 -0.040
C -4.21 -0.09 -1.28 -0.053
C -3.21 -1.00 -1.62 -0.285
C -3.18 -2.26 -1.06 -0.043
C -4.16 -2.62 -0.14 -0.039
S -1.99 -0.53 -2.80 0.613
O -2.65 0.08 -3.92 -0.294
O -1.14 -1.67 -3.03 -0.289
N -1.12 0.59 -2.01 -0.198
C -0.94 1.89 -2.39 -0.391
C -1.22 2.56 -3.59 0.002
C -0.80 3.86 -3.71 -0.050
C -0.11 4.50 -2.68 -0.062
C 0.11 3.79 -1.52 -0.110
N -0.31 2.53 -1.37 0.018
H -6.41 -1.25 1.91 0.075
H -5.90 -2.95 1.84 0.078
H -7.14 -2.34 0.74 0.086
H -5.93 0.26 -0.06 0.116
H -4.22 0.89 -1.74 0.120
H -2.38 -2.95 -1.32 0.119
H -4.13 -3.60 0.32 0.121
H -1.74 2.04 -4.38 0.101
H -1.00 4.39 -4.63 0.113
H 0.24 5.51 -2.77 0.103
H 0.64 4.22 -0.68 0.096
Cl -1.84 2.75 5.86 0.678
C -1.56 3.33 4.28 -1.075
Cl -1.95 5.00 4.03 0.659
Cl 0.95 0.69 5.16 0.615
C -1.11 2.61 3.27 -0.308
N -0.63 1.55 1.52 -0.103
```

Computed properties:
multiplicity = 5
E_HOMO (alpha / beta) = -0.2672 / -0.2664 Eh
max |F| = 0.2 eV Å⁻¹
<S²> = 6.1014
ΔE to the lowest compared entry with this formula, charge and spin = 5.4 kJ/mol

***

[4]
Formula: C44H37Cl8N3O2PRhS5Si
Source: the Open Molecules 2025 dataset
Level of theory: ωB97M-V with the def2-TZVPD basis set

```
102
Properties=species:S:1:pos:R:3:lowdin_charge:R:1
Rh -1.36 1.26 0.23 1.036
S 0.80 -0.77 -5.27 1.032
C 1.88 -1.77 -6.12 -0.403
C 1.95 -3.02 -5.57 -0.169
C 1.11 -3.16 -4.44 -0.124
C 0.42 -2.02 -4.15 -0.526
C -0.52 -1.80 -3.05 -0.192
C -0.46 -0.61 -2.29 -0.101
N -1.31 -0.32 -1.32 0.030
C -2.28 -1.23 -1.05 -0.150
C -2.40 -2.46 -1.70 -0.126
C -3.47 -3.33 -1.32 0.002
C -4.39 -2.96 -0.37 -0.013
C -4.31 -1.70 0.28 -0.108
C -5.27 -1.20 1.23 0.053
C -5.12 0.00 1.83 -0.120
C -3.94 0.84 1.45 -0.291
N -3.04 0.32 0.49 -0.065
C -3.23 -0.87 -0.06 -0.171
C -6.10 0.55 2.79 -0.310
C -6.83 -0.19 3.64 -0.104
C -7.55 0.59 4.63 -0.134
C -7.35 1.91 4.57 -0.323
S -6.47 2.35 3.10 1.005
C -1.48 -2.73 -2.73 0.072
H 2.42 -1.40 -6.98 0.066
H 2.60 -3.80 -5.95 0.105
H 1.06 -4.05 -3.83 0.114
H 0.34 0.09 -2.48 0.046
H -3.55 -4.29 -1.81 0.118
H -5.20 -3.63 -0.12 0.117
H -6.15 -1.80 1.43 0.128
H -4.34 1.76 1.02 0.146
H -6.82 -1.27 3.66 0.122
H -8.19 0.15 5.38 0.119
H -7.77 2.72 5.14 0.030
H -1.55 -3.66 -3.29 0.138
C 5.69 -1.41 0.47 -0.054
C 4.43 -1.88 1.16 -0.488
C 4.72 -2.80 2.34 -0.043
O 3.61 -2.64 0.25 -0.335
P 2.43 -1.95 -0.61 -0.123
S 3.13 -0.95 -2.16 0.299
S 1.21 -1.01 0.63 0.286
O 1.74 -3.27 -1.21 -0.343
C 1.47 -4.54 -0.59 -0.452
C 0.91 -4.43 0.82 -0.074
C 2.70 -5.44 -0.67 -0.046
H 6.31 -0.85 1.17 0.080
H 5.45 -0.77 -0.38 0.038
H 6.26 -2.27 0.10 0.086
H 3.84 -1.03 1.51 0.091
H 5.25 -3.69 2.00 0.084
H 3.79 -3.11 2.82 0.077
H 5.34 -2.28 3.07 0.082
H 0.69 -4.97 -1.23 0.130
H 1.65 -4.01 1.50 0.062
H 0.64 -5.43 1.17 0.084
H 0.03 -3.79 0.85 0.056
H 3.46 -5.10 0.03 0.071
H 3.11 -5.42 -1.67 0.084
H 2.42 -6.46 -0.42 0.082
Cl -1.80 4.10 4.67 0.390
Si -0.83 3.20 3.12 -0.603
Cl 0.51 1.90 3.94 0.362
Cl 0.29 4.70 2.26 0.349
N 0.30 2.30 -0.13 -0.439
S 1.56 1.76 -0.99 0.952
C 1.79 2.95 -2.31 -0.392
C 1.98 2.44 -3.58 -0.091
C 2.13 3.32 -4.65 -0.061
C 2.08 4.68 -4.43 -0.069
C 1.90 5.18 -3.14 -0.063
C 1.75 4.32 -2.07 -0.065
C 3.02 2.09 -0.03 -0.387
C 2.93 1.98 1.34 -0.129
C 4.06 2.20 2.12 -0.063
C 5.27 2.51 1.51 -0.074
C 5.36 2.59 0.13 -0.069
C 4.23 2.38 -0.65 -0.077
H 0.42 3.24 0.23 -0.067
H 2.03 1.36 -3.73 0.044
H 2.27 2.93 -5.64 0.109
H 2.19 5.37 -5.26 0.107
H 1.87 6.25 -2.97 0.109
H 1.62 4.70 -1.07 0.112
H 1.99 1.72 1.80 0.015
H 3.99 2.13 3.20 0.109
H 6.15 2.68 2.12 0.106
H 6.30 2.81 -0.35 0.109
H 4.30 2.43 -1.73 0.114
Cl -2.07 -0.05 3.18 0.738
C -2.97 1.36 2.60 -0.775
C -2.08 2.44 1.94 -0.512
C -3.01 3.52 1.50 -0.762
Cl -2.44 4.58 0.26 0.692
C -4.29 3.65 1.95 -0.722
Cl -5.41 4.67 1.15 0.701
C -4.76 2.83 3.09 -0.497
Cl -6.90 4.72 3.99 -0.124
C -3.92 1.91 3.62 -0.708
Cl -4.23 1.13 5.09 0.844
```

Computed properties:
E_HOMO (alpha / beta) = -0.2710 / -0.2710 Eh
max |F| = 2.4 eV Å⁻¹
ΔE to the lowest compared entry with this formula, charge and spin = 628.1 kJ/mol

***

What is the formula in the third record? C44H37Cl3CrN4O2P2S

***

Number 4 is which compound? C44H37Cl8N3O2PRhS5Si